{"formula": "C34H33BF8O2S", "method": "ωB97M-V with the def2-TZVPD basis set", "species": ["C", "C", "C", "C", "C", "B", "C", "C", "C", "C", "F", "F", "F", "C", "C", "C", "F", "F", "F", "C", "O", "C", "C", "C", "C", "C", "C", "O", "S", "H", "H", "H", "H", "H", "H", "H", "H", "H", "H", "H", "H", "H", "H", "H", "H", "H", "H", "H", "H", "C", "C", "C", "F", "C", "C", "C", "C", "C", "C", "F", "C", "C", "C", "C", "C", "C", "H", "H", "H", "H", "H", "H", "H", "H", "H", "H", "H", "H", "H"], "positions_angstrom": [[5.889, 2.953, 0.253], [4.534, 2.379, 0.222], [3.410, 2.824, 0.950], [2.373, 1.870, 0.986], [2.797, 0.624, 0.517], [1.815, -2.631, 4.184], [2.369, -0.661, 0.862], [3.154, -1.829, 0.744], [3.174, -2.281, -0.563], [4.184, -3.335, -0.949], [4.191, -3.599, -2.286], [5.461, -3.013, -0.582], [3.878, -4.532, -0.318], [2.152, -1.847, -1.473], [1.119, -1.102, -1.006], [0.129, -0.424, -1.916], [-0.523, 0.641, -1.331], [0.710, 0.047, -3.039], [-0.860, -1.307, -2.298], [0.952, -0.771, 0.439], [3.101, -2.785, 4.485], [3.439, -1.552, 5.177], [4.374, -1.869, 6.292], [4.165, -0.645, 4.175], [2.040, -0.980, 5.644], [1.526, -1.510, 6.978], [1.919, 0.513, 5.613], [1.131, -1.565, 4.674], [4.264, 0.826, -0.441], [5.921, 4.040, 0.273], [6.390, 2.577, 1.148], [6.466, 2.608, -0.603], [3.359, 3.784, 1.468], [1.393, 1.931, 1.460], [3.644, -2.300, 1.603], [2.146, -2.199, -2.516], [0.467, 0.202, 0.498], [4.539, -0.955, 6.884], [3.968, -2.672, 6.918], [5.325, -2.202, 5.869], [4.500, 0.288, 4.657], [5.064, -1.158, 3.819], [3.552, -0.407, 3.287], [2.082, -1.097, 7.826], [0.469, -1.224, 7.085], [1.554, -2.612, 7.015], [2.462, 0.932, 6.466], [2.333, 0.940, 4.696], [0.868, 0.817, 5.692], [-1.861, -6.501, -1.352], [-1.210, -5.395, -0.606], [-1.964, -4.720, 0.348], [-3.232, -5.192, 0.615], [-1.492, -3.634, 1.060], [-0.193, -3.138, 0.794], [0.245, -1.735, 1.340], [-1.059, -1.018, 1.721], [-1.978, -0.849, 0.673], [-3.246, -0.377, 0.981], [-4.195, -0.378, -0.006], [-3.591, 0.064, 2.256], [-4.997, 0.478, 2.511], [-2.591, 0.063, 3.242], [-1.322, -0.466, 2.967], [0.648, -4.004, 0.094], [0.150, -5.045, -0.684], [-1.213, -6.874, -2.145], [-2.094, -7.335, -0.680], [-2.807, -6.178, -1.797], [-2.169, -3.157, 1.763], [0.830, -1.920, 2.263], [-1.745, -1.141, -0.332], [-5.104, 0.860, 3.529], [-5.319, 1.258, 1.812], [-5.689, -0.366, 2.390], [-2.809, 0.468, 4.232], [-0.546, -0.468, 3.738], [1.735, -3.872, 0.137], [0.789, -5.604, -1.387]], "mulliken_charge": [-1.32, 0.70, -1.00, -0.53, 0.09, 0.23, -0.18, -0.03, -0.40, 0.78, -0.30, -0.27, -0.29, -0.52, 0.53, 0.13, -0.25, -0.29, -0.27, -0.66, -0.53, 1.88, -1.90, -1.83, 1.37, -1.89, -1.87, -0.11, -0.21, 0.38, 0.26, 0.39, 0.38, 0.58, 0.35, 0.50, 1.80, 0.33, 0.35, 0.49, 0.35, 0.48, 0.12, 0.36, 0.46, 0.35, 0.44, 0.33, 0.44, -1.66, 0.50, 0.48, -0.41, -0.86, 0.32, 2.08, -0.24, -0.10, 0.03, -0.40, 0.60, -1.57, -0.83, -1.15, -0.35, -0.81, 0.40, 0.31, 0.34, 0.63, -1.27, 0.80, 0.38, 0.31, 0.30, 0.35, 0.63, 0.58, 0.39], "de_lowest_kj_mol": 526.34, "charge": 0, "gap_ev": 3.392, "e_tot_ha": -2687.6851, "homo_energy_ha": -0.22159}